ORCA calculation (ωB97M-V/def2-TZVPD) on 8 unconnected molecules or ions with the total composition C36H62BrN11O18P.

Its LUMO energy is -3.86 eV. The HOMO energy is -11.2203 eV. As for the spin multiplicity: 1. Its total charge is +1.

Positions of all 129 atoms, in Å:
C -1.742 0.066 4.903
C -2.128 -0.219 3.665
C -2.485 -0.500 2.101
C -1.058 -0.342 1.282
P -0.833 1.539 1.272
O -0.240 2.144 2.568
C -1.141 -1.183 -0.100
C -1.046 -0.423 -1.509
C -0.947 0.045 -2.729
N -0.376 -2.491 0.055
C 0.881 -2.629 -0.745
C 1.947 -3.689 -0.172
O 2.621 -3.592 0.897
Br 2.307 -5.340 -1.280
C -0.291 -2.603 1.534
N -0.390 -3.729 2.242
C -0.325 -3.604 3.755
C -0.581 -5.107 1.692
C -2.132 -5.535 1.473
C -2.397 -6.001 -0.049
O -2.507 -7.272 -0.283
N -2.487 -5.109 -1.224
C -3.510 -4.041 -1.071
C -4.679 -4.015 -0.013
C -5.738 -2.863 0.179
C -5.613 -1.607 -0.795
C -4.478 -1.622 -1.889
C -3.412 -2.796 -2.079
N -0.149 -1.231 2.059
C 1.197 -0.740 2.473
C 2.149 -0.201 1.291
C 3.240 0.870 1.909
C 3.161 2.327 1.208
C 3.328 2.312 -0.401
C 2.359 3.479 -1.002
C 1.541 3.023 -2.327
C 0.631 4.252 -2.932
O 0.125 5.150 -1.905
C -1.132 4.669 -1.344
H -1.269 0.358 5.914
H -2.923 -1.562 2.036
H -3.240 0.336 1.812
H -2.092 2.223 1.033
H -0.005 1.848 0.114
H -2.238 -1.591 -0.056
H -0.900 0.234 -3.875
H 1.396 -1.604 -0.977
H 0.556 -3.030 -1.794
H -1.409 -3.308 4.082
H -0.121 -4.620 4.269
H 0.354 -2.754 4.118
H -0.028 -5.325 0.708
H -0.137 -5.847 2.477
H -2.328 -6.479 2.131
H -2.803 -4.677 1.840
H -2.645 -5.659 -2.102
H -4.771 -4.923 0.715
H -6.541 -2.972 1.001
H -6.370 -0.752 -0.628
H -4.415 -0.688 -2.582
H -2.593 -2.716 -2.896
H 1.093 0.048 3.321
H 1.764 -1.637 2.966
H 2.807 -1.027 0.794
H 1.607 0.334 0.427
H 4.311 0.421 1.772
H 3.054 0.916 3.046
H 4.041 2.957 1.645
H 2.171 2.813 1.579
H 4.430 2.608 -0.655
H 3.145 1.275 -0.888
H 3.030 4.398 -1.240
H 1.563 3.818 -0.231
H 0.836 2.140 -2.091
H 2.311 2.774 -3.161
H -0.249 3.868 -3.578
H 1.303 4.900 -3.631
H -1.706 5.567 -0.895
H -1.823 4.143 -2.099
H -0.850 3.971 -0.458
C 3.492 4.652 4.742
N 4.716 3.947 4.275
O 5.263 3.190 5.065
O 5.085 4.179 3.130
H 3.283 4.353 5.769
H 3.688 5.723 4.684
H 2.674 4.363 4.082
C 4.403 4.052 9.701
N 3.814 3.612 8.409
O 4.106 2.494 8.010
O 3.075 4.407 7.838
H 5.031 3.252 10.091
H 4.994 4.946 9.505
H 3.579 4.263 10.383
C 2.639 -1.041 -5.417
N 2.036 0.070 -4.633
O 2.561 0.354 -3.566
O 1.054 0.620 -5.117
H 3.496 -1.432 -4.870
H 1.876 -1.809 -5.539
H 2.949 -0.633 -6.379
C 5.644 -6.196 -0.487
N 6.867 -6.913 -0.935
O 7.403 -7.664 -0.132
O 7.245 -6.697 -2.079
H 5.425 -6.482 0.542
H 5.845 -5.127 -0.556
H 4.829 -6.490 -1.149
C -0.906 4.673 -6.839
N -2.032 4.032 -6.110
O -1.903 3.876 -4.901
O -3.006 3.708 -6.774
H -0.114 4.907 -6.128
H -0.554 3.965 -7.590
H -1.289 5.583 -7.302
C -2.916 8.256 -2.063
N -4.046 7.617 -1.338
O -3.920 7.457 -0.130
O -5.020 7.297 -2.006
H -2.125 8.485 -1.349
H -2.565 7.549 -2.814
H -3.295 9.169 -2.524
C -6.674 -5.617 -2.950
N -6.238 -4.774 -4.095
O -6.810 -3.704 -4.254
O -5.336 -5.217 -4.796
H -7.474 -5.103 -2.419
H -7.026 -6.565 -3.355
H -5.810 -5.759 -2.301

***

ORCA calculation (ωB97M-V/def2-TZVPD) on a molecular structure, C8H17OPS2.

Its LUMO energy (spin up / spin down) is 0.53 / -2.08 eV. The HOMO energy (spin up / spin down) is -6.7877 / -8.4261 eV. As for the energy above the lowest of the compared OMol25 structures with the same formula, charge and spin: 0.000 eV. As for the spin multiplicity: 3. Its total charge is 0.

Positions of all 29 atoms, in Å:
C -1.008 1.305 -0.127
C -0.773 -1.054 -0.184
C -0.177 0.157 0.432
C -3.346 -0.074 -0.464
C 1.854 -0.987 1.000
C 1.893 1.559 0.741
C 1.810 0.026 -1.242
C 1.348 0.191 0.216
O -6.087 0.646 -0.390
P -5.121 -0.376 -0.120
S -2.725 1.334 0.460
S -2.536 -1.506 0.304
H -0.729 2.277 0.251
H -0.924 1.424 -1.212
H -0.911 -0.890 -1.231
H -0.226 -1.871 0.175
H -0.335 0.129 1.505
H -3.216 0.017 -1.623
H 2.917 -0.886 0.921
H 1.616 -1.803 0.456
H 1.468 -0.984 1.977
H 2.929 1.579 1.100
H 1.795 2.318 0.006
H 1.196 2.011 1.511
H 1.782 0.996 -1.711
H 1.364 -0.726 -1.872
H 2.817 -0.190 -1.170
H -5.085 -2.010 -1.722
H -5.180 -1.245 1.075

***

ORCA calculation (ωB97M-V/def2-TZVPD) on a single C8H12BrNO3S molecule.

Its LUMO energy (spin up / spin down) is 0.55 / -2.40 eV. The HOMO energy (spin up / spin down) is -5.2253 / -10.0446 eV. As for the spin multiplicity: 3. Its total charge is 0.

Positions of all 26 atoms, in Å:
C -1.425 2.914 -0.359
C -1.807 0.853 -0.459
C -0.591 0.987 0.193
C -0.232 -1.054 1.525
C 1.737 0.746 1.133
C 2.472 -1.741 -0.841
C -2.723 -0.297 -0.816
C 0.523 -0.074 0.646
N -2.275 2.051 -0.805
O -0.025 -1.568 -1.668
O 1.485 0.407 -1.893
O -0.359 2.296 0.213
S 0.972 -0.733 -1.088
Br -3.474 -1.171 0.726
H -1.611 3.915 -0.473
H 0.498 -1.378 2.227
H -1.051 -0.639 2.102
H -0.504 -1.748 0.800
H 2.652 0.455 0.768
H 1.720 1.766 0.953
H 1.762 0.720 2.235
H 2.533 -1.942 0.303
H 2.321 -2.545 -1.616
H 3.278 -1.145 -1.105
H -2.197 -1.145 -1.354
H -3.681 0.071 -1.345

***

ORCA calculation (ωB97M-V/def2-TZVPD) on 12 unconnected molecules or ions with the total composition C5H34NO12.

Its LUMO energy is 2.41 eV. The HOMO energy is -6.6407 eV. As for the energy above the lowest of the compared OMol25 structures with the same formula, charge and spin: 0.039 eV. As for the spin multiplicity: 1. Its total charge is -1.

Positions of all 52 atoms, in Å:
C -1.145 -0.423 0.638
N 0.009 -0.869 1.437
C 1.283 -0.772 0.698
C 2.305 0.184 1.325
C 1.948 1.652 1.149
O 2.159 2.131 -0.174
C -2.394 -0.363 1.499
H -0.943 0.532 0.151
H -1.313 -1.142 -0.161
H 0.025 -0.305 2.274
H 1.734 -1.760 0.662
H 1.109 -0.493 -0.341
H 2.425 -0.085 2.382
H 3.257 -0.008 0.842
H 0.899 1.841 1.382
H 2.603 2.255 1.779
H -3.259 -0.057 0.913
H -2.641 -1.339 1.925
H -2.284 0.348 2.306
H 1.814 -1.196 -3.668
H 2.505 -0.164 -2.244
O 1.448 -0.814 -2.864
H 2.610 1.476 -0.791
H 3.624 0.968 -2.506
O 3.307 0.410 -1.789
H -1.085 0.549 -3.558
H 0.396 0.426 -3.228
O -0.288 1.096 -3.551
H -2.792 -0.018 -2.340
H -1.861 -1.255 -2.564
O -2.419 -0.603 -3.035
H -0.327 2.133 -2.272
H 0.542 2.590 -1.075
O -0.365 2.679 -1.440
H -3.372 1.583 -0.349
H -2.380 1.912 -1.447
O -3.207 1.400 -1.279
H 1.294 -2.832 2.615
H 0.528 -4.099 2.295
O 1.373 -3.786 2.684
H -1.087 -3.762 0.391
H -0.954 -2.722 1.494
O -1.144 -3.670 1.341
H -1.092 3.012 0.231
H -1.220 2.180 1.551
O -1.599 2.944 1.089
H -0.999 2.210 3.800
H 0.525 2.010 3.543
O -0.332 1.551 3.551
H 0.506 -2.020 -2.334
H 0.383 -2.829 -1.063
O -0.109 -2.685 -1.874

***

ORCA calculation (ωB97M-V/def2-TZVPD) on a single C16H17NO5 molecule.

Its LUMO energy is 0.36 eV. The HOMO energy is -8.3600 eV. As for the energy above the lowest of the compared OMol25 structures with the same formula, charge and spin: 16.277 eV. As for the spin multiplicity: 1. Its SMILES is CCOc1cccc(OCCOc2ccccc2[N+](=O)[O-])c1. Its total charge is 0.

Positions of all 39 atoms, in Å:
C -5.251 -1.912 1.147
C -5.165 -1.129 -0.245
O -3.862 -0.788 -0.778
C -3.188 0.056 -0.223
C -3.683 0.993 0.717
C -2.755 1.939 1.140
C -1.547 1.897 0.907
C -1.125 1.063 -0.217
O 0.179 0.968 -0.987
C 1.125 2.213 -0.458
C 2.357 1.920 -1.477
O 3.359 1.291 -0.529
C 3.496 -0.166 -0.390
C 2.420 -0.952 -0.735
C 2.705 -2.148 -0.662
C 3.719 -2.722 0.104
C 4.705 -1.908 0.276
C 4.497 -0.438 0.324
N 5.682 0.428 0.670
O 5.394 1.529 1.022
O 6.775 -0.038 0.509
C -1.935 0.012 -0.880
H -6.294 -2.106 1.210
H -4.787 -2.836 1.179
H -4.805 -1.317 1.862
H -5.902 -0.245 -0.118
H -5.768 -1.503 -0.986
H -4.576 0.883 1.238
H -3.097 2.797 2.064
H -0.893 2.873 1.021
H 0.661 3.103 -0.790
H 1.402 2.065 0.585
H 2.806 2.873 -1.554
H 2.119 1.494 -2.309
H 1.468 -0.565 -1.149
H 1.839 -2.758 -0.923
H 3.865 -4.014 0.148
H 5.743 -2.238 0.820
H -1.684 -0.614 -1.533

***

ORCA calculation (ωB97M-V/def2-TZVPD) on a single C11H22N2O3 molecule.

Its LUMO energy is 0.62 eV. The HOMO energy is -9.4129 eV. As for the energy above the lowest of the compared OMol25 structures with the same formula, charge and spin: 2.667 eV. As for the spin multiplicity: 1. Its SMILES is CC(C)C[C@H](NC(=O)[C@@H](N)C(C)C)C(=O)O. Its total charge is 0.

Positions of all 38 atoms, in Å:
C 0.605 4.279 -0.163
C 0.215 2.840 -0.115
C -0.962 2.562 -1.026
C 1.367 1.957 -0.366
C 1.064 0.446 -0.274
N 0.943 0.078 1.101
C 0.046 -0.927 1.630
O -0.381 -0.981 2.748
C -0.085 -2.107 0.618
N 0.584 -3.331 1.083
C -1.524 -2.398 0.303
C -2.341 -1.221 -0.245
C -1.524 -3.639 -0.568
C 2.402 -0.193 -0.836
O 2.563 -0.199 -2.047
O 3.189 -0.739 0.118
H -0.380 4.853 -0.115
H 1.150 4.658 0.865
H 1.140 4.529 -1.052
H 0.014 2.577 0.938
H -1.603 1.701 -0.692
H -1.618 3.550 -0.981
H -0.541 2.578 -2.051
H 2.140 2.178 0.464
H 1.969 2.103 -1.306
H 0.235 0.233 -1.013
H 0.815 0.896 1.752
H 0.419 -1.799 -0.306
H 1.596 -3.262 1.062
H 0.129 -3.639 1.964
H -2.048 -2.608 1.284
H -2.189 -0.294 0.327
H -3.484 -1.276 -0.230
H -2.063 -1.041 -1.258
H -0.723 -3.463 -1.442
H -2.540 -3.734 -1.045
H -1.176 -4.512 -0.033
H 2.594 -0.657 0.909

***

ORCA calculation (ωB97M-V/def2-TZVPD) on a single C5H3N3O molecule.

Its LUMO energy is -1.22 eV. The HOMO energy is -9.5778 eV. As for the energy above the lowest of the compared OMol25 structures with the same formula, charge and spin: 0.068 eV. As for the spin multiplicity: 1. Its SMILES is [H]/N=C1\NC=C(C#N)C1=O. Its total charge is 0.

Positions of all 12 atoms, in Å:
H -0.892 -0.669 -2.881
N -0.448 -1.241 -2.146
C -0.220 -0.558 -1.119
N -0.423 0.787 -0.951
C -0.085 1.158 0.336
C 0.373 0.091 1.075
C 0.788 0.079 2.385
N 1.025 0.046 3.517
C 0.332 -1.047 0.181
O 0.672 -2.182 0.468
H -0.869 1.391 -1.588
H -0.254 2.146 0.722

***

ORCA calculation (ωB97M-V/def2-TZVPD) on a single C17H20ClNO5 molecule.

Its LUMO energy is -0.16 eV. The HOMO energy is -9.4460 eV. As for the spin multiplicity: 1. Its SMILES is O=C(COC(=O)CCC(=O)c1ccc(Cl)cc1)NC[C@@H]1CCCO1. Its total charge is 0.

Positions of all 44 atoms, in Å:
O -5.771 -0.538 0.337
C -4.617 -0.813 0.591
C -3.999 -2.160 0.174
O -2.883 -2.010 -0.703
C -1.669 -1.891 -0.166
O -1.462 -1.840 1.022
C -0.607 -1.834 -1.236
C 0.796 -1.754 -0.639
C 1.491 -0.452 -0.991
O 0.943 0.407 -1.648
C 2.878 -0.276 -0.498
C 3.515 -1.172 0.360
C 4.812 -0.942 0.776
C 5.487 0.189 0.335
Cl 7.106 0.468 0.853
C 4.870 1.095 -0.515
C 3.574 0.859 -0.923
N -3.777 -0.024 1.276
C -4.113 1.319 1.678
C -3.489 2.358 0.731
C -4.026 2.261 -0.713
C -2.838 1.706 -1.499
C -1.663 2.220 -0.671
O -2.086 2.130 0.675
H -4.746 -2.726 -0.385
H -3.691 -2.707 1.071
H -0.792 -0.938 -1.838
H -0.733 -2.696 -1.891
H 1.420 -2.585 -0.969
H 0.714 -1.802 0.451
H 3.005 -2.052 0.719
H 5.304 -1.634 1.442
H 5.402 1.972 -0.849
H 3.071 1.550 -1.583
H -2.818 -0.308 1.427
H -5.201 1.416 1.667
H -3.736 1.484 2.690
H -3.679 3.357 1.151
H -4.901 1.619 -0.770
H -4.297 3.251 -1.079
H -2.805 2.057 -2.527
H -2.856 0.616 -1.499
H -1.448 3.268 -0.926
H -0.749 1.636 -0.780

***

ORCA calculation (ωB97M-V/def2-TZVPD) on a molecular structure, C4H7O2Sc.

Its LUMO energy (spin up / spin down) is -5.63 / -5.69 eV. The HOMO energy (spin up / spin down) is -11.5530 / -11.5691 eV. As for the energy above the lowest of the compared OMol25 structures with the same formula, charge and spin: 0.000 eV. As for the spin multiplicity: 2. Its total charge is +1.

Positions of all 14 atoms, in Å:
O -0.333 0.741 1.926
C 0.677 -0.076 2.009
C 1.593 -0.330 1.029
H 2.257 -1.190 1.131
H 0.629 -0.791 2.851
H 1.845 0.456 0.312
Sc -2.218 0.798 1.222
C -0.765 0.400 -1.715
C -0.953 -0.684 -0.912
O 0.217 1.314 -1.654
H -1.507 0.664 -2.475
H -1.744 -1.361 -1.244
H -0.520 -1.212 -0.061
H 0.822 1.268 -2.420

***

ORCA calculation (ωB97M-V/def2-TZVPD) on 2 unconnected molecules or ions with the total composition C4H8Si2.

Its LUMO energy (spin up / spin down) is -1.00 / -1.00 eV. The HOMO energy (spin up / spin down) is -8.6223 / -8.6274 eV. As for the energy above the lowest of the compared OMol25 structures with the same formula, charge and spin: 2.125 eV. As for the spin multiplicity: 1. Its total charge is 0.

Positions of all 14 atoms, in Å:
C 1.961 0.908 0.056
C 2.017 -0.454 -0.446
C 0.780 1.326 0.543
C 0.872 -1.148 -0.395
Si -0.464 -0.073 0.384
Si -2.628 -0.003 -0.387
H 2.854 1.522 0.034
H 2.952 -0.846 -0.822
H 0.636 2.314 0.949
H 0.797 -2.173 -0.716
H -0.385 -1.373 2.522
H -3.000 1.291 -0.978
H -3.566 -0.283 0.701
H -2.825 -1.008 -1.444

***

ORCA calculation (ωB97M-V/def2-TZVPD) on a molecular structure, C5H6AlO5.

Its LUMO energy (spin up / spin down) is -5.87 / -5.87 eV. The HOMO energy (spin up / spin down) is -14.4666 / -14.4666 eV. As for the spin multiplicity: 1. Its total charge is +1.

Positions of all 17 atoms, in Å:
H 4.454 1.579 -0.431
O 1.227 1.526 -0.244
C 3.605 1.092 -0.911
C 2.303 1.592 -0.723
H 3.757 0.143 -1.424
H -3.278 1.531 1.475
C -2.418 1.043 0.976
C -2.251 -0.338 1.621
O -0.965 -0.838 1.261
C -0.550 -1.474 0.076
O -1.428 -1.909 -0.810
O 0.662 -1.084 -0.012
Al 0.097 0.686 0.694
O -1.251 1.783 1.119
H -2.736 0.904 -0.079
H -3.027 -1.052 1.316
H -2.186 -0.241 2.712

***

ORCA calculation (ωB97M-V/def2-TZVPD) on a molecular structure, C24H29Cl2N4O10Rb.

Its LUMO energy is 4.03 eV. The HOMO energy is -3.2769 eV. As for the energy above the lowest of the compared OMol25 structures with the same formula, charge and spin: 0.142 eV. As for the spin multiplicity: 1. Its total charge is -2.

Positions of all 70 atoms, in Å:
Rb 0.490 -0.475 0.061
C -0.252 4.328 -1.577
O 0.933 3.794 -2.187
C 1.126 2.475 -1.952
O 0.276 1.738 -1.508
N 2.376 2.111 -2.366
N 2.966 0.920 -1.921
H -0.303 5.368 -1.899
H -0.159 4.271 -0.491
H -1.133 3.785 -1.917
H 3.028 2.879 -2.419
H 2.916 0.872 -0.906
H 2.504 0.127 -2.362
O -2.414 -0.540 -0.167
C -3.367 0.006 0.696
C -3.527 1.512 0.528
C -2.227 2.296 0.737
C -1.667 2.154 2.122
C -2.176 2.904 3.181
C -1.640 2.744 4.444
C -0.609 1.837 4.621
C -0.167 1.131 3.514
N -0.680 1.277 2.298
H -2.705 -0.496 -1.103
H -3.021 -0.229 1.706
H -4.345 -0.479 0.561
H -4.292 1.862 1.232
H -3.903 1.717 -0.479
H -2.411 3.356 0.545
H -1.473 1.968 0.020
H -2.970 3.617 2.995
H -2.012 3.329 5.278
H -0.140 1.687 5.583
H 0.644 0.419 3.607
C -0.392 -4.332 3.105
C -0.074 -3.378 1.963
C -0.752 -3.836 0.674
O -0.545 -2.076 2.306
C 1.473 -3.302 1.741
O 2.077 -4.370 1.610
O 1.928 -2.125 1.703
H -1.474 -4.389 3.254
H 0.066 -3.971 4.027
H 0.001 -5.323 2.883
H -1.833 -3.895 0.824
H -0.365 -4.815 0.389
H -0.580 -3.144 -0.153
H 0.289 -1.563 2.277
Cl 4.734 3.933 1.556
C 3.103 4.074 2.272
Cl 3.053 3.167 3.817
C 1.956 3.584 1.317
O 0.926 4.269 1.451
O 2.213 2.662 0.540
H 2.958 5.117 2.528
O 1.428 -1.290 -3.455
C 0.241 -1.091 -3.670
N -0.760 -1.034 -2.754
C -1.913 -0.736 -3.387
O -3.016 -0.548 -2.873
C -1.673 -0.622 -4.879
C -2.510 -0.352 -5.940
C -1.940 -0.319 -7.214
C -0.579 -0.541 -7.394
C 0.256 -0.805 -6.307
C -0.323 -0.843 -5.057
H -3.565 -0.174 -5.779
H -2.561 -0.113 -8.077
H -0.165 -0.505 -8.394
H 1.318 -0.973 -6.428

***

ORCA calculation (ωB97M-V/def2-TZVPD) on a single C4H4FNS molecule.

Its LUMO energy is 0.81 eV. The HOMO energy is -9.1051 eV. As for the energy above the lowest of the compared OMol25 structures with the same formula, charge and spin: 0.287 eV. As for the spin multiplicity: 1. Its SMILES is Cc1csnc1F. Its total charge is 0.

Positions of all 11 atoms, in Å:
C -0.785 -0.020 -1.287
C 0.108 0.065 -0.039
C 1.423 -0.285 0.005
S 1.907 -0.503 1.658
N 0.453 0.028 2.345
C -0.399 0.350 1.415
F -1.543 0.959 1.613
H -0.524 -0.875 -1.873
H -1.859 -0.092 -1.064
H -0.832 0.762 -2.002
H 2.052 -0.390 -0.772